[1]
This record from the OMol25 dataset describes 10 unconnected molecules or ions with the total composition C12H45BF4N3O9. The level of theory is the ωB97M-V functional and the def2-TZVPD basis.

Atoms and positions in Å:
B 14.66 19.28 4.70
F 13.53 18.69 4.13
F 15.59 19.58 3.76
F 14.24 20.50 5.30
F 15.19 18.41 5.66
C 12.54 24.22 8.47
C 13.31 22.97 8.10
C 13.46 21.92 9.21
O 14.37 22.48 10.14
C 14.70 21.60 11.17
N 12.60 22.37 6.94
H 12.40 24.88 7.62
H 12.97 24.72 9.34
H 11.64 23.83 8.96
H 14.33 23.27 7.85
H 13.77 20.95 8.80
H 12.49 21.73 9.68
H 15.41 20.83 10.85
H 13.85 21.09 11.62
H 15.36 22.03 11.93
H 11.68 21.99 7.13
H 13.14 21.56 6.63
C 11.76 17.26 1.40
C 10.25 17.46 1.47
C 9.52 16.22 1.04
O 9.58 16.12 -0.35
C 8.91 15.05 -0.88
N 9.94 17.79 2.88
H 12.09 16.63 0.57
H 12.12 16.64 2.22
H 12.23 18.24 1.35
H 9.97 18.30 0.82
H 8.48 16.28 1.41
H 9.78 15.27 1.52
H 7.90 14.96 -0.46
H 9.45 14.11 -0.68
H 9.05 15.16 -1.96
H 10.61 18.53 3.06
H 9.09 18.35 2.91
C 17.08 15.60 6.67
C 17.97 15.54 5.42
C 17.51 16.38 4.20
O 18.40 16.03 3.11
C 17.99 16.63 1.88
N 19.31 15.81 5.93
H 16.92 16.61 7.06
H 17.47 14.96 7.46
H 16.08 15.23 6.43
H 18.00 14.51 5.05
H 17.54 17.45 4.38
H 16.58 15.90 3.92
H 18.49 16.09 1.07
H 18.18 17.70 1.89
H 16.94 16.41 1.71
H 19.55 15.07 6.57
H 19.99 15.77 5.17
O 13.26 22.92 4.10
H 12.98 22.93 5.03
H 13.74 22.09 4.00
O 11.31 20.17 3.74
H 12.13 19.66 3.72
H 11.52 20.95 4.26
O 17.69 19.75 5.59
H 17.61 20.44 4.92
H 16.89 19.22 5.48
O 16.53 19.65 8.42
H 17.10 18.92 8.69
H 16.81 19.85 7.52
O 11.36 15.84 4.62
H 10.74 16.48 4.24
H 12.22 16.26 4.53
O 13.42 18.39 7.77
H 12.92 17.61 7.51
H 14.21 18.37 7.22

Output
Multiplicity   1
Total charge   -1
HOMO level   -6.99 eV
ΔE to the lowest compared entry with this formula, charge and spin   11.8 kcal/mol
Kohn-Sham gap   9.65 eV
Lowest unoccupied orbital energy   2.67 eV

Mulliken charges, unit e, in atom order:
1 B 0.3844
2 F -0.1866
3 F -0.3135
4 F -0.4474
5 F -0.3718
6 C -1.5242
7 C 0.3983
8 C -0.3032
9 O -0.3515
10 C -0.6908
11 N -0.5180
12 H 0.3572
13 H 0.3597
14 H 0.3281
15 H 0.2799
16 H 0.1943
17 H 0.2759
18 H 0.1685
19 H 0.3182
20 H 0.3023
21 H 0.2208
22 H 0.2719
23 C -1.2174
24 C 0.8035
25 C -0.9752
26 O -0.2970
27 C -0.7770
28 N -0.5980
29 H 0.4273
30 H 0.1815
31 H 0.2740
32 H 0.2707
33 H 0.3883
34 H 0.3576
35 H 0.3063
36 H 0.3042
37 H 0.2582
38 H 0.1009
39 H 0.2930
40 C -1.2833
41 C 0.5352
42 C -0.3751
43 O -0.4098
44 C -0.6875
45 N -0.7966
46 H 0.1305
47 H 0.4472
48 H 0.3137
49 H 0.2577
50 H 0.3368
51 H 0.3726
52 H 0.2707
53 H 0.2655
54 H 0.2739
55 H 0.2226
56 H 0.2582
57 O -0.7581
58 H 0.3751
59 H 0.3395
60 O -0.7366
61 H 0.4200
62 H 0.2607
63 O -0.6934
64 H 0.3654
65 H 0.0420
66 O -0.5869
67 H 0.2696
68 H 0.3121
69 O -0.7202
70 H 0.4222
71 H 0.2850
72 O -0.6433
73 H 0.2925
74 H 0.3685

---

[2]
This record from the OMol25 dataset describes a molecular structure, C31H57ClP2Si2W. The level of theory is the ωB97M-V functional and the def2-TZVPD basis.

Atoms and positions in Å:
W 0.07 -0.37 -0.12
C -0.53 -2.45 0.91
C -0.29 -2.62 -0.49
C 1.11 -2.26 -0.68
Si -1.51 -3.20 -1.81
C 1.63 -1.79 0.55
C 0.59 -1.85 1.56
Si 0.71 -1.27 3.36
H -1.46 -2.71 1.42
H 1.67 -2.41 -1.59
H 2.67 -1.52 0.74
Cl 2.38 3.61 -2.06
C -0.67 -1.99 4.38
C 2.35 -1.78 4.10
C -3.13 -3.64 -0.99
C -0.78 -4.62 -2.76
H 2.68 -2.72 3.65
H 2.16 -1.96 5.17
H 3.15 -1.03 4.01
H -1.49 -1.29 4.54
H -0.26 -2.29 5.35
H -1.07 -2.89 3.89
H -0.23 -5.27 -2.07
H -0.09 -4.29 -3.55
H -1.59 -5.20 -3.22
H -3.01 -4.56 -0.40
H -3.89 -3.83 -1.77
H -3.50 -2.85 -0.33
C 0.53 0.62 3.29
C -1.83 -1.74 -3.01
P 1.28 1.26 1.77
H 0.96 1.09 4.20
H -0.54 0.88 3.27
P -0.50 -0.52 -2.86
H -2.78 -1.26 -2.74
H -1.91 -2.12 -4.04
C -1.00 0.97 -3.88
C 0.90 -1.25 -3.91
C 3.14 0.94 1.96
C 1.24 3.14 1.85
C 0.07 3.75 1.07
H 2.17 3.43 1.34
C 1.22 3.69 3.27
H 0.32 3.37 3.82
H 1.20 4.79 3.21
H 2.10 3.42 3.86
H 0.08 3.49 0.01
H 0.16 4.84 1.11
H -0.88 3.47 1.52
H 3.19 -0.14 2.12
C 3.78 1.64 3.16
C 3.90 1.27 0.67
H 3.24 1.46 4.10
H 3.88 2.72 2.99
H 4.80 1.23 3.29
H 3.81 0.48 -0.09
H 4.97 1.38 0.90
H 3.56 2.20 0.19
H 1.01 -2.27 -3.51
C 2.22 -0.49 -3.71
C 0.58 -1.36 -5.40
H -0.33 -1.94 -5.60
H 1.41 -1.88 -5.89
H 0.49 -0.37 -5.87
H 2.67 -0.67 -2.73
H 2.10 0.59 -3.83
H 2.94 -0.83 -4.46
C -1.56 2.13 -3.05
C -2.00 0.63 -4.99
H -0.05 1.30 -4.33
H -2.94 0.26 -4.57
H -1.62 -0.11 -5.70
H -2.22 1.55 -5.55
H -2.48 1.84 -2.51
H -1.84 2.95 -3.73
H -0.83 2.55 -2.35
C 1.06 1.01 -1.06
H 1.07 2.00 -0.59
H 0.77 1.29 -2.08
H 2.12 0.74 -1.15
C -1.98 0.17 -0.08
C -2.58 0.57 1.25
C -3.00 -0.40 2.17
C -3.45 -0.02 3.43
C -3.48 1.32 3.80
C -3.15 2.30 2.86
C -2.76 1.93 1.58
H -2.00 1.01 -0.78
H -2.54 -0.68 -0.50
H -2.99 -1.45 1.87
H -3.77 -0.79 4.13
H -3.79 1.61 4.80
H -3.21 3.36 3.12
H -2.60 2.68 0.80

Output
Multiplicity   3
<S²>   2.0146
Total charge   0
HOMO level (spin up / spin down)   -6.47 / -6.63 eV
Kohn-Sham gap (spin up / spin down)   6.46 / 5.82 eV
Lowest unoccupied orbital energy (spin up / spin down)   -0.01 / -0.81 eV

Mulliken charges, unit e, in atom order:
1 W 1.9458
2 C -0.6560
3 C -0.4856
4 C 0.0830
5 Si 0.3092
6 C -0.2804
7 C -0.3827
8 Si 0.2439
9 H 0.7222
10 H 0.9085
11 H 0.7767
12 Cl -0.6694
13 C -1.1736
14 C -1.2116
15 C -1.1841
16 C -1.2077
17 H 0.3952
18 H 0.4000
19 H 0.2921
20 H 0.1882
21 H 0.5117
22 H 0.3229
23 H 0.3728
24 H 0.3073
25 H 0.3836
26 H 0.3299
27 H 0.3810
28 H 0.3130
29 C -0.4095
30 C -1.3305
31 P -0.2285
32 H 1.0159
33 H -0.5198
34 P -0.6109
35 H 0.5860
36 H 0.7932
37 C 0.9095
38 C 1.0481
39 C 1.3415
40 C 0.8130
41 C -1.1617
42 H 0.5622
43 C -1.6286
44 H 0.2629
45 H 0.4596
46 H 0.3132
47 H 0.0339
48 H 0.5553
49 H 0.1252
50 H -0.3089
51 C -2.0505
52 C -1.2154
53 H 0.3431
54 H 0.4554
55 H 0.4915
56 H 0.1749
57 H 0.5083
58 H 0.1318
59 H -0.1465
60 C -1.3043
61 C -1.7868
62 H 0.3147
63 H 0.4939
64 H 0.3526
65 H 0.1831
66 H 0.2735
67 H 0.5151
68 C -1.4525
69 C -1.5993
70 H 0.5308
71 H 0.2769
72 H 0.3232
73 H 0.4790
74 H 0.3613
75 H 0.5307
76 H 0.0908
77 C 0.0015
78 H -0.8220
79 H -0.0068
80 H -0.2682
81 C -0.4513
82 C -0.5307
83 C 0.0251
84 C -0.6533
85 C -0.6583
86 C -0.5965
87 C 0.0952
88 H -0.1789
89 H 0.2328
90 H 0.0925
91 H 0.5341
92 H 0.3803
93 H 0.3954
94 H 0.5766

---

[3]
This record from the OMol25 dataset describes a molecular structure, C44H46N5O3PPmS2. The level of theory is the ωB97M-V functional and the def2-TZVPD basis.

Atoms and positions in Å:
Pm 0.80 0.36 0.23
C 4.16 0.91 -0.10
C 4.75 -0.47 0.23
C 6.14 -0.26 0.85
C 3.85 -1.26 1.19
C 4.49 -2.59 1.64
O 3.55 -3.58 1.25
C 2.53 -2.97 0.63
N 2.57 -1.69 0.58
C 1.54 -3.93 0.14
C 2.01 -5.24 -0.09
C 1.15 -6.27 -0.41
C -0.22 -6.03 -0.46
C -0.69 -4.75 -0.28
C 0.17 -3.68 -0.02
P -0.57 -2.02 0.15
C -1.28 -1.73 -1.52
C -1.33 -2.67 -2.55
C -1.78 -2.32 -3.81
C -2.17 -1.02 -4.08
C -2.08 -0.06 -3.08
C -1.62 -0.40 -1.82
C -1.79 -2.44 1.45
C -1.21 -2.55 2.71
C -2.01 -2.81 3.81
C -3.38 -2.95 3.66
C -3.95 -2.84 2.40
C -3.16 -2.60 1.29
H 4.83 1.43 -0.78
H 4.07 1.50 0.81
H 3.18 0.83 -0.59
H 4.85 -1.05 -0.70
H 6.05 0.25 1.80
H 6.74 0.35 0.19
H 6.67 -1.19 1.01
H 3.61 -0.61 2.05
H 4.66 -2.67 2.71
H 5.43 -2.80 1.11
H 3.07 -5.44 0.01
H 1.54 -7.26 -0.58
H -0.91 -6.84 -0.65
H -1.76 -4.55 -0.31
H -1.01 -3.69 -2.38
H -1.82 -3.07 -4.59
H -2.53 -0.75 -5.06
H -2.35 0.97 -3.29
H -1.57 0.37 -1.05
H -0.14 -2.42 2.82
H -1.56 -2.90 4.79
H -4.00 -3.14 4.52
H -5.01 -2.94 2.28
H -3.59 -2.48 0.31
C -4.90 -2.04 -1.75
C -4.99 -0.66 -1.15
C -6.17 0.07 -1.39
C -6.29 1.33 -0.89
C -5.25 1.86 -0.09
C -5.36 3.13 0.50
C -4.38 3.57 1.34
C -3.27 2.77 1.60
C -3.10 1.54 1.00
S -1.71 0.57 1.49
C -4.11 1.04 0.13
N -4.00 -0.19 -0.43
H -5.31 -2.02 -2.76
H -5.50 -2.73 -1.16
H -3.88 -2.41 -1.80
H -6.96 -0.38 -1.97
H -7.18 1.92 -1.07
H -6.23 3.73 0.30
H -4.46 4.53 1.84
H -2.52 3.10 2.31
N 1.22 1.08 2.79
H 0.21 1.08 3.01
H 1.65 0.49 3.50
H 1.54 2.03 2.99
O 1.89 6.99 4.26
C 2.80 6.17 3.70
O 3.93 6.11 4.11
C 2.31 5.34 2.56
C 1.07 4.71 2.59
C 0.69 3.89 1.54
C 1.52 3.73 0.43
S 0.98 2.78 -0.94
C 2.74 4.40 0.38
C 3.15 5.17 1.45
H 1.05 7.02 3.79
H 0.42 4.83 3.44
H -0.28 3.39 1.53
H 3.35 4.31 -0.50
H 4.10 5.67 1.44
C 3.19 1.35 -4.80
N 1.95 1.37 -4.06
C 1.04 2.47 -4.32
C 1.71 0.59 -3.06
N 1.43 -0.09 -2.16
H 2.98 1.32 -5.87
H 3.78 0.48 -4.54
H 3.77 2.25 -4.59
H 0.69 2.42 -5.36
H 1.54 3.42 -4.14
H 0.19 2.40 -3.65

Output
Multiplicity   5
<S²>   6.0059
Total charge   +1
HOMO level (spin up / spin down)   -9.56 / -9.57 eV
ΔE to the lowest compared entry with this formula, charge and spin   33.7 kcal/mol
Kohn-Sham gap (spin up / spin down)   7.06 / 7.13 eV
Lowest unoccupied orbital energy (spin up / spin down)   -2.50 / -2.44 eV

Mulliken population analysis, charges in e, atoms 1 to 99:
1 Pm 0.4900
2 C -0.8497
3 C 0.5494
4 C -1.5991
5 C -0.2637
6 C -0.5950
7 O -0.4052
8 C 0.0129
9 N 0.2912
10 C 0.2379
11 C -1.0898
12 C -0.9020
13 C -0.6987
14 C -0.7653
15 C 1.1244
16 P 0.5513
17 C 2.4577
18 C -0.7968
19 C -0.8491
20 C -1.2095
21 C -0.4389
22 C 0.3419
23 C 1.1193
24 C -1.0232
25 C -0.6819
26 C -0.7390
27 C -0.5315
28 C 0.1407
29 H 0.5228
30 H 0.3365
31 H -0.2939
32 H 0.2230
33 H 0.3744
34 H 0.4354
35 H 0.4220
36 H 0.3945
37 H 0.2409
38 H 0.3936
39 H 0.5224
40 H 0.4157
41 H 0.4667
42 H 0.4600
43 H 0.3616
44 H 0.4598
45 H 0.4640
46 H 0.5872
47 H -1.2409
48 H 0.2786
49 H 0.4470
50 H 0.4009
51 H 0.4700
52 H 0.0352
53 C -1.3214
54 C 0.9906
55 C -1.1165
56 C -0.9824
57 C 0.9414
58 C -0.8094
59 C -1.0152
60 C -0.5822
61 C 0.8509
62 S 0.0179
63 C -1.0037
64 N 0.6202
65 H 0.4880
66 H 0.3509
67 H -0.0512
68 H 0.5512
69 H 0.4162
70 H 0.4075
71 H 0.4132
72 H 0.5705
73 N -0.3171
74 H 0.3672
75 H 0.2498
76 H 0.1321
77 O -0.4784
78 C 0.4139
79 O -0.5375
80 C 0.3143
81 C -0.5549
82 C -0.8372
83 C 0.5672
84 S -0.3466
85 C -0.7399
86 C -0.8167
87 H 0.3562
88 H 0.4924
89 H 0.6204
90 H 0.5058
91 H 0.4440
92 C -0.9885
93 N 0.1089
94 C -0.8000
95 C 0.5933
96 N -0.3894
97 H 0.3349
98 H 0.3447
99 H 0.3259

---

What did we get for maximum force? Answer: 2.0 5.0 1.9 eV Å⁻¹, in the order shown.